A single C3H5BrO2S molecule at a distorted geometry, computed with the ωB97M-V functional and the def2-TZVPD basis.

```
12
C3H5BrO2S | the Open Molecules 2025 dataset | the ωB97M-V functional and the def2-TZVPD basis
C -0.13423 -0.64985 -1.41798
C -0.28376 -0.33328 0.13772
Br -1.14922 -1.80789 0.99983
C -0.49250 1.12398 0.67904
S 1.03696 0.33887 1.11651
O 2.17504 0.85245 0.39882
O 1.21401 -0.29973 2.41079
H -1.13393 -0.94481 -1.69658
H 0.45198 -1.53006 -1.53490
H 0.23533 0.15977 -2.05984
H -0.44525 1.76452 -0.27622
H -1.47442 1.32604 1.24280
```

## Properties
HOMO-LUMO gap in eV: 10.61
Structure (SMILES): C[C@]1(Br)CS1(=O)=O
Energy relative to the best compared isomer or geometry (same formula, charge and spin) in kcal/mol: 26.87
HOMO energy in eV: -10.122

---

2 unconnected molecules or ions with the total composition C3H5BrS at a distorted geometry, computed with the ωB97M-V functional and the def2-TZVPD basis.

```
10
C3H5BrS | the Open Molecules 2025 dataset | the ωB97M-V functional and the def2-TZVPD basis
S -1.87968 -1.85407 -0.35402
C -2.46887 -0.61664 0.60725
Br -3.28962 0.90880 -0.08208
H -2.55818 -0.63471 1.77173
C 2.24162 0.75807 -0.19430
C 1.26966 -0.05027 -0.51908
H 3.27100 0.47671 0.03142
H 1.97399 1.81866 -0.08578
H 0.20014 0.39554 -0.51640
H 1.23993 -1.20210 -0.65874
```

## Properties
HOMO-LUMO gap in eV: 8.38
Structure (SMILES): S=CBr.C=C
Energy relative to the best compared isomer or geometry (same formula, charge and spin) in kcal/mol: 43.98
HOMO energy in eV: -9.398

---

2 unconnected molecules or ions with the total composition C3H5BrS at a distorted geometry, computed with the ωB97M-V functional and the def2-TZVPD basis.

```
10
C3H5BrS | the Open Molecules 2025 dataset | the ωB97M-V functional and the def2-TZVPD basis
C 0.23697 0.06225 -0.03947
C 1.51829 0.24789 0.08458
C -2.42796 -0.57510 0.65871
S 2.74541 0.40410 -1.21653
Br -3.31702 -0.24992 -0.91656
H -2.02024 -1.58134 0.72842
H -0.42643 -0.34188 -0.84009
H 2.04130 0.56173 1.08125
H -2.12867 0.29036 1.19222
H 3.77834 1.18191 -0.73253
```

## Properties
HOMO-LUMO gap (alpha / beta) in eV: 7.72 / 8.83
Energy relative to the best compared isomer or geometry (same formula, charge and spin) in kcal/mol: 117.54
HOMO energy (alpha / beta) in eV: -8.520 / -9.005

---

2 unconnected molecules or ions with the total composition C3H5Cl at a distorted geometry, computed with the ωB97M-V functional and the def2-TZVPD basis.

```
9
C3H5Cl | the Open Molecules 2025 dataset | the ωB97M-V functional and the def2-TZVPD basis
C 0.53885 0.79447 0.08625
C 0.32980 1.58247 -0.78913
C 0.80926 -0.08654 1.20157
Cl -2.55801 -0.67863 -1.74802
H -2.64086 -0.77110 -3.01812
H 0.12471 2.22137 -1.59238
H 1.26871 -1.00970 0.85354
H 1.48582 0.40661 1.89559
H -0.11788 -0.32811 1.72182
```

## Properties
HOMO-LUMO gap (alpha / beta) in eV: 4.91 / 8.01
Energy relative to the best compared isomer or geometry (same formula, charge and spin) in kcal/mol: 66.00
HOMO energy (alpha / beta) in eV: -4.022 / -10.279
⟨S²⟩: 2.00
Spin multiplicity: 3

---

3 unconnected molecules or ions with the total composition C3H5Cl2O4P at a distorted geometry, computed with the ωB97M-V functional and the def2-TZVPD basis.

```
15
C3H5Cl2O4P | the Open Molecules 2025 dataset | the ωB97M-V functional and the def2-TZVPD basis
C 0.33699 -0.97633 1.08888
C -0.72311 -2.40053 -0.87406
C -0.32506 -1.61153 -0.04631
O 0.31234 3.24413 -2.41913
O -0.40696 4.00191 0.01211
O 1.57174 2.42451 -0.33230
O -0.69688 1.52944 -0.76976
P 0.05837 2.80624 -0.72615
Cl -1.45389 -2.96416 -2.32339
Cl -1.85944 -9.19150 5.22648
H 1.30695 -0.48170 0.84893
H -0.32188 -0.21094 1.33341
H 0.27598 -1.86149 1.92499
H 1.61453 1.50359 -0.54312
H 0.31033 4.18836 -2.40057
```

## Properties
HOMO-LUMO gap in eV: 6.51
Net charge: -2
Energy relative to the best compared isomer or geometry (same formula, charge and spin) in kcal/mol: 26.60
HOMO energy in eV: -2.224

---

A molecular structure, C3H5Cl4N at a distorted geometry, computed with the ωB97M-V functional and the def2-TZVPD basis.

```
13
C3H5Cl4N | the Open Molecules 2025 dataset | the ωB97M-V functional and the def2-TZVPD basis
C -0.39339 -1.39333 0.92302
C -0.75764 1.19449 -1.01014
C 0.82797 0.34943 -0.15846
N 0.51862 -0.31061 0.94463
Cl -1.31913 0.14668 -2.20734
Cl -0.39335 2.78128 -1.65613
Cl 1.59059 -0.51851 -1.44993
Cl 1.93720 1.70463 0.27298
H -1.32741 -1.12199 0.44112
H 0.15910 -2.16003 0.45678
H -0.72657 -1.53357 1.89211
H -1.40639 1.17795 -0.05110
H 1.29041 -0.31644 1.60247
```

## Properties
HOMO-LUMO gap in eV: 9.92
HOMO energy in eV: -9.238

---

A single C3H5ClN2 molecule at a distorted geometry, computed with the ωB97M-V functional and the def2-TZVPD basis.

```
11
C3H5ClN2 | the Open Molecules 2025 dataset | the ωB97M-V functional and the def2-TZVPD basis
C -1.24520 0.11662 0.50056
C -0.01718 0.16450 -0.25175
C -1.18142 0.95288 2.78432
N -1.29031 0.35286 1.74944
N 1.28360 -0.18424 0.21412
Cl -0.72606 0.25158 4.29269
H -2.23089 -0.29780 0.08362
H -0.05468 -0.45948 -1.07112
H 0.05166 1.29458 -0.52156
H 1.73252 0.46995 0.90582
H 1.32620 -1.19780 0.51691
```

## Properties
HOMO-LUMO gap (alpha / beta) in eV: 8.43 / 8.43
Energy relative to the best compared isomer or geometry (same formula, charge and spin) in kcal/mol: 63.71
HOMO energy (alpha / beta) in eV: -8.069 / -8.069

---

2 unconnected molecules or ions with the total composition C3H5ClN2 at a distorted geometry, computed with the ωB97M-V functional and the def2-TZVPD basis.

```
11
C3H5ClN2 | the Open Molecules 2025 dataset | the ωB97M-V functional and the def2-TZVPD basis
C -1.21367 0.42880 -1.54736
C 1.42039 -0.11856 1.52604
C -1.23109 0.00782 -0.27956
N 1.46039 -0.22995 0.31974
N 1.43799 -0.18367 -0.81445
Cl -1.27063 -1.72852 0.10174
H -1.14765 1.46781 -1.78103
H -1.19449 -0.23885 -2.36678
H 1.65348 0.80562 1.97408
H 1.24056 -0.84429 2.28400
H -1.15526 0.63380 0.58359
```

## Properties
HOMO-LUMO gap in eV: 9.42
Energy relative to the best compared isomer or geometry (same formula, charge and spin) in kcal/mol: 65.53
HOMO energy in eV: -8.554

---

A molecular structure, C3H5ClN2 at a distorted geometry, computed with the ωB97M-V functional and the def2-TZVPD basis.

```
11
C3H5ClN2 | the Open Molecules 2025 dataset | the ωB97M-V functional and the def2-TZVPD basis
C -0.10376 0.17246 0.12295
C 1.22198 -0.10967 -0.04291
C -1.04636 1.25606 -0.02403
N -0.38973 -1.20839 0.20619
N 0.95322 -1.52418 -0.18437
Cl 2.69716 0.67602 0.03844
H -1.68771 0.93011 -0.85749
H -1.52684 1.54676 0.85042
H -0.45704 2.11856 -0.16887
H -1.07012 -1.69370 -0.38121
H 1.40921 -2.16403 0.44088
```

## Properties
HOMO-LUMO gap in eV: 9.00
Energy relative to the best compared isomer or geometry (same formula, charge and spin) in kcal/mol: 51.60
HOMO energy in eV: -8.019

---

A molecular structure, C3H5ClN2O3P at a distorted geometry, computed with the ωB97M-V functional and the def2-TZVPD basis.

```
15
C3H5ClN2O3P | the Open Molecules 2025 dataset | the ωB97M-V functional and the def2-TZVPD basis
C -0.89997 -1.61444 1.57301
C -0.27367 2.24806 0.20954
C -0.38806 -2.09017 0.36358
N -1.34356 -1.22064 2.55953
N 1.28932 -1.22763 0.06970
O 1.43109 1.61479 -1.87415
O -0.74191 0.22389 -1.61124
O 1.14739 0.05468 0.21898
P 0.35395 1.04627 -1.03849
Cl 1.63244 -1.63964 -1.60629
H 0.55105 2.69019 0.75549
H -0.79768 3.01840 -0.35219
H -0.95945 1.75837 0.89299
H -0.06684 -3.11997 0.34560
H -0.93411 -1.74215 -0.50607
```

## Properties
HOMO-LUMO gap (alpha / beta) in eV: 8.51 / 8.51
Net charge: -1
Energy relative to the best compared isomer or geometry (same formula, charge and spin) in kcal/mol: 2.54
HOMO energy (alpha / beta) in eV: -4.987 / -4.987